[1]
DFT (ωB97M-V/def2-TZVPD) results for 11 unconnected molecules or ions with the total composition C16H54N4O11 at a distorted geometry.

Results
**Energy relative to the best compared isomer or geometry (same formula, charge and spin)**: 1.450 eV
**E_tot**: -45945.123 eV
**Frontier orbital gap**: 9.19 eV
**F_max**: 12.76 eV/Å
**E_LUMO**: 0.0651 eV
**E_HOMO**: -9.123 eV
**Structure (SMILES)**: NC(N)=O.NC(N)=O.CCO.CCO.CCO.CCO.CCO.CO.CO.CO.CO

Last column: Mulliken charge in e.
Positions of all 85 atoms, in Å:
1 C -0.76133 -5.92096 -1.61012  -1.405
2 C -0.09233 -4.57317 -1.33020  0.138
3 O -0.42177 -4.12491 -0.06034  -0.631
4 H -1.89150 -5.93696 -1.51736  0.323
5 H -0.30431 -6.69360 -1.05931  0.380
6 H -0.62368 -6.16505 -2.59517  0.456
7 H -0.48535 -3.86792 -2.00569  0.001
8 H 0.92682 -4.75993 -1.77885  0.452
9 H 0.07472 -3.35269 0.07738  0.242
10 C -2.20645 -0.41583 -3.74025  -1.415
11 C -1.27581 -0.72025 -2.62058  0.575
12 O -1.95723 -0.43606 -1.39722  0.077
13 H -2.97377 -1.18477 -3.72264  0.300
14 H -1.87462 -0.69934 -4.78161  0.396
15 H -2.50444 0.63815 -3.70409  0.259
16 H -0.39080 -0.08852 -2.74391  -0.028
17 H -0.91780 -1.73019 -2.62727  -0.143
18 H -2.40662 -1.21747 -1.13104  -0.028
19 C -3.19058 0.42335 2.81989  -1.085
20 C -3.07493 1.09440 1.44207  0.264
21 O -2.88624 2.46803 1.56965  -0.573
22 H -3.43994 -0.69159 2.76564  0.197
23 H -4.04218 0.83258 3.42239  0.401
24 H -2.32839 0.54069 3.49202  0.094
25 H -4.02034 0.95767 0.90006  0.365
26 H -2.27251 0.59531 0.88483  -0.014
27 H -3.20491 2.92639 0.75600  0.328
28 C 0.49929 3.43478 4.92501  -1.428
29 C 0.17473 2.42703 3.83656  0.414
30 O 1.42164 1.96959 3.42053  -0.510
31 H -0.47300 3.79697 5.35741  0.401
32 H 1.05425 4.31442 4.50918  0.292
33 H 1.03631 3.00835 5.83702  0.256
34 H -0.48440 2.77246 3.06618  0.123
35 H -0.30084 1.60200 4.35652  0.152
36 H 1.47465 1.02335 3.37979  0.296
37 C 4.24942 0.72579 1.66390  -0.694
38 C 4.31109 0.47234 0.17599  0.459
39 O 4.94159 1.64384 -0.29678  -0.683
40 H 3.51243 1.42258 1.94811  -0.008
41 H 5.20790 1.10821 1.96874  0.386
42 H 4.06427 -0.24743 2.14624  0.252
43 H 3.29311 0.43970 -0.29567  -0.331
44 H 4.80721 -0.50057 -0.03843  0.277
45 H 4.35319 2.42258 -0.32605  0.053
46 C -3.75220 -2.73202 -0.20970  0.119
47 O -3.65317 -2.87421 1.15237  -0.677
48 N -2.97837 -3.39017 -0.98409  -0.224
49 N -4.48716 -1.88064 -0.87070  -0.269
50 H -2.20907 -3.93133 -0.62276  0.250
51 H -2.89372 -3.19613 -2.02007  0.267
52 H -5.04745 -1.28323 -0.31038  0.233
53 H -4.90293 -2.02967 -1.78524  0.203
54 C 0.27042 -0.61434 1.51198  -0.036
55 O 1.24906 -0.53480 2.47105  -0.979
56 N 0.24617 0.07087 0.50379  1.955
57 N -0.60796 -1.48789 1.63737  0.479
58 H 0.88281 0.86418 0.36297  0.068
59 H -0.43392 -0.01301 -0.34039  -0.469
60 H -0.72008 -2.22175 2.39007  0.334
61 H -1.31299 -1.46692 0.95969  -0.410
62 C 2.15407 2.36031 -3.36397  -0.407
63 O 3.06252 1.50718 -2.69381  -0.563
64 H 1.22205 1.83403 -3.41602  0.150
65 H 2.56401 2.70286 -4.29877  0.350
66 H 2.12099 3.23348 -2.71334  0.111
67 H 2.64158 1.18319 -1.92929  0.278
68 C 2.78609 -2.38312 -0.22992  -0.716
69 O 1.93163 -1.45922 -0.90742  -0.478
70 H 3.78320 -2.44507 -0.71122  0.321
71 H 2.48132 -3.41470 -0.20086  0.224
72 H 2.90913 -1.98293 0.82427  0.226
73 H 1.32846 -1.06466 -0.27342  0.340
74 C 2.22047 3.59198 0.13726  -1.120
75 O 1.55306 2.33955 0.40404  -0.169
76 H 3.16328 3.41589 -0.35517  0.456
77 H 2.48884 4.06581 1.03137  0.514
78 H 1.69775 4.24337 -0.51084  0.349
79 H 1.35482 2.35900 1.35426  -0.273
80 C -0.89690 2.62872 -1.58827  0.708
81 O -1.26196 2.76549 -2.92117  -0.518
82 H 0.08091 2.21663 -1.57961  -0.536
83 H -1.54637 1.94428 -1.12255  -0.476
84 H -0.97808 3.63600 -0.99667  0.418
85 H -1.10687 3.70967 -3.12336  0.332


[2]
DFT (ωB97M-V/def2-TZVPD) results for 12 unconnected molecules or ions with the total composition C16H56N8O12 at a distorted geometry.

Results
**Energy relative to the best compared isomer or geometry (same formula, charge and spin)**: 8.329 eV
**E_tot**: -53986.376 eV
**Frontier orbital gap**: 9.10 eV
**F_max**: 8.07 eV/Å
**E_LUMO**: 0.1405 eV
**E_HOMO**: -8.958 eV
**Structure (SMILES)**: NC(N)=O.NC(N)=O.NC(N)=O.NC(N)=O.CCO.CCO.CCO.CCO.CO.CO.CO.CO

Last column: Mulliken charge in e.
Positions of all 92 atoms, in Å:
1 C 2.93624 -4.09951 -2.08703  -1.293
2 C 2.17541 -2.78880 -2.26680  0.998
3 O 2.97900 -1.93063 -3.03829  -0.544
4 H 3.47266 -4.15014 -1.09186  0.246
5 H 3.57550 -4.17279 -2.98086  0.337
6 H 2.20320 -4.90444 -2.03866  0.365
7 H 1.77956 -2.42257 -1.31399  -0.815
8 H 1.45692 -3.10950 -2.89530  0.343
9 H 3.18202 -2.43300 -3.85948  0.297
10 C -1.57005 -1.88252 -3.01396  -0.545
11 C -2.72217 -1.27315 -3.73910  -0.522
12 O -3.05665 -0.02218 -3.17388  -0.560
13 H -0.66775 -1.28213 -2.98665  0.202
14 H -1.28674 -2.80430 -3.52116  0.455
15 H -1.78022 -1.98853 -1.88748  -0.058
16 H -3.61374 -1.82228 -3.61240  0.393
17 H -2.58157 -1.30533 -4.81974  0.365
18 H -3.91347 0.23567 -3.50163  0.264
19 C -4.70262 -1.59994 4.27721  -1.394
20 C -3.33610 -1.02972 4.08198  0.272
21 O -3.49370 -0.07721 3.07409  -0.620
22 H -5.51115 -0.91619 4.41401  0.342
23 H -4.67375 -2.23333 5.24882  0.362
24 H -4.97656 -2.29041 3.48667  0.334
25 H -2.65131 -1.83922 3.71317  -0.051
26 H -3.08341 -0.62609 5.06941  0.318
27 H -2.67745 -0.00234 2.57749  0.274
28 C 2.81177 2.91132 0.90621  -0.906
29 C 2.47806 3.18165 -0.54115  -0.372
30 O 2.61137 1.87702 -1.20638  -0.612
31 H 3.89715 2.60818 0.97489  0.246
32 H 2.14480 2.24877 1.50073  0.164
33 H 2.70578 3.87490 1.29453  0.552
34 H 3.22002 3.94917 -0.93430  0.388
35 H 1.51257 3.69582 -0.67616  0.120
36 H 3.44646 1.64869 -1.55683  0.118
37 C -2.00056 3.39296 2.13575  0.417
38 O -1.70543 3.97317 3.32186  -0.859
39 N -3.11270 2.74552 1.94965  -0.252
40 N -1.27911 3.51798 1.06165  -0.312
41 H -3.75152 2.75257 2.83932  0.265
42 H -3.49567 2.22672 1.08034  0.224
43 H -0.41978 4.14206 1.27811  0.164
44 H -1.59117 3.40263 0.10449  0.167
45 C -1.25157 2.77812 -2.51040  0.520
46 O -0.65838 3.87950 -1.94962  -0.759
47 N -1.21918 1.57324 -1.95117  0.079
48 N -1.97799 2.93489 -3.55952  -0.301
49 H -0.65051 1.57921 -1.03498  0.198
50 H -1.71784 0.77085 -2.37867  0.003
51 H -1.86458 3.84395 -3.99523  0.300
52 H -2.40658 2.18274 -4.17469  0.206
53 C 5.16856 0.60557 -3.01669  0.593
54 O 4.68560 0.30323 -4.24834  -0.739
55 N 6.17079 1.41883 -2.98145  -0.391
56 N 4.73590 0.01808 -1.91003  -0.388
57 H 6.48870 1.87062 -3.89905  0.285
58 H 6.56957 1.82702 -2.07794  0.209
59 H 3.86268 -0.58685 -2.07088  0.314
60 H 5.12350 0.18082 -0.95683  0.171
61 C -0.27021 0.06439 0.37706  -2.373
62 O -1.51848 -0.28863 1.03710  0.240
63 N 0.55911 -0.85635 -0.00003  1.960
64 N 0.14799 1.31102 0.15588  2.251
65 H 0.26230 -1.81928 0.15636  -0.228
66 H 1.28853 -0.74105 -0.68523  -0.205
67 H -0.41681 2.02997 0.67382  -0.349
68 H 1.10570 1.43155 -0.22080  -0.594
69 C 3.52246 -0.93619 1.28866  0.267
70 O 2.66499 -0.32637 2.20687  -0.549
71 H 3.10778 -1.87597 0.79960  -0.078
72 H 4.52488 -1.12944 1.69895  0.476
73 H 3.68908 -0.30129 0.49466  -0.459
74 H 1.82951 -0.23420 1.78487  0.189
75 C -0.19205 1.02198 3.77134  -0.185
76 O 0.00582 2.19281 4.45587  -0.638
77 H -1.04006 0.49966 4.13466  0.242
78 H 0.61016 0.40075 3.78371  0.488
79 H -0.48708 1.14687 2.74997  -0.527
80 H -0.52398 2.91764 4.10843  0.517
81 C -3.97676 -1.58889 -0.14187  -0.410
82 O -4.91673 -1.16782 0.83732  -0.589
83 H -3.42995 -0.86782 -0.72944  0.122
84 H -4.65326 -2.15211 -0.77005  0.392
85 H -3.30048 -2.35119 0.21405  0.184
86 H -4.50281 -0.71857 1.52195  0.329
87 C -0.34325 -3.22323 2.03064  -0.547
88 O 0.58984 -3.62894 1.03214  -0.591
89 H -1.24890 -2.91124 1.56157  0.009
90 H 0.18778 -2.48055 2.59345  0.293
91 H -0.67945 -3.96124 2.74736  0.475
92 H 1.41153 -4.01468 1.39935  0.311


[3]
DFT (ωB97M-V/def2-TZVPD) results for 14 unconnected molecules or ions with the total composition C16H60N14O14 at a distorted geometry.

Results
**Energy relative to the best compared isomer or geometry (same formula, charge and spin)**: 9.587 eV
**E_tot**: -67086.785 eV
**Frontier orbital gap**: 7.07 eV
**F_max**: 10.06 eV/Å
**E_LUMO**: -0.4766 eV
**E_HOMO**: -7.546 eV

Last column: Mulliken charge in e.
Positions of all 104 atoms, in Å:
1 C 0.46733 -4.15496 0.79526  -1.481
2 C -0.45967 -2.97696 0.96226  1.517
3 O 0.25533 -2.13196 1.84926  -0.737
4 H 0.23733 -4.92596 0.07726  0.404
5 H 0.48033 -4.70196 1.73826  0.357
6 H 1.57833 -3.89796 0.70226  0.145
7 H -1.39667 -3.36596 1.42326  -0.100
8 H -0.59067 -2.58596 -0.01174  -0.648
9 H -0.32467 -2.04796 2.59126  0.017
10 C 4.41833 -2.65996 -0.75974  -1.698
11 C 3.25133 -1.70396 -0.63474  1.487
12 O 3.76733 -0.44096 -1.11174  -0.724
13 H 5.30433 -2.15796 -0.34674  0.338
14 H 4.65033 -2.91196 -1.79074  0.420
15 H 4.18933 -3.54696 -0.26974  0.399
16 H 2.91433 -1.68496 0.39426  -0.529
17 H 2.44033 -2.05396 -1.22174  -0.018
18 H 3.06833 0.14604 -1.33874  0.068
19 C -2.33167 -3.09996 -2.24174  0.534
20 O -1.79667 -4.03596 -3.11974  -0.758
21 N -2.97067 -3.41296 -1.16174  -0.359
22 N -2.26767 -1.84396 -2.55874  0.049
23 H -2.70567 -4.28796 -0.85274  0.304
24 H -3.24367 -2.80696 -0.32874  0.401
25 H -1.67967 -1.71696 -3.41274  -0.112
26 H -2.52567 -1.09496 -1.96874  0.347
27 C 2.33433 3.39504 -0.76874  0.146
28 O 3.45933 4.12604 -1.01674  -0.836
29 N 1.15733 3.76204 -1.07574  0.044
30 N 2.42933 2.23404 -0.15974  0.185
31 H 0.99933 4.68204 -1.60974  0.435
32 H 0.28533 3.43304 -0.63574  0.151
33 H 3.30033 2.04504 0.30526  0.314
34 H 1.64533 1.45404 -0.05274  -0.130
35 C -0.54267 0.74504 4.44326  0.214
36 O -0.95067 -0.02496 3.34026  -0.438
37 N -1.33267 1.26404 5.34326  -0.403
38 N 0.68833 0.85004 4.79926  -0.352
39 H -2.35967 1.19104 5.29126  0.256
40 H -1.01067 1.88904 6.02026  0.145
41 H 1.45333 0.54304 4.15826  0.156
42 H 1.02633 1.58904 5.37426  0.280
43 C 1.19033 1.86604 -3.90674  -0.240
44 O 2.02933 1.01404 -3.14674  -0.600
45 N 1.01633 1.76404 -5.20174  -0.294
46 N 0.65133 2.95204 -3.47674  -0.093
47 H 1.51333 1.01304 -5.73474  0.389
48 H 0.23333 2.08104 -5.81274  0.215
49 H 0.89833 3.15104 -2.42174  0.117
50 H -0.20867 3.33004 -3.83074  0.291
51 C 0.42433 -1.78096 -4.82274  0.457
52 O 0.13133 -3.06996 -5.31574  -0.679
53 N 1.50233 -1.49996 -4.09174  -0.041
54 N -0.42367 -0.75296 -4.85374  -0.357
55 H 2.16833 -2.26496 -3.90574  0.221
56 H 1.61733 -0.61496 -3.61774  0.145
57 H -1.29467 -1.00796 -5.41274  0.255
58 H -0.35767 0.22404 -4.54974  0.133
59 C 0.78633 3.47704 2.67026  0.166
60 O -0.40967 2.93404 2.21926  -0.641
61 N 0.90333 4.52604 3.43926  -0.441
62 N 1.89433 3.00204 2.29426  -0.240
63 H 0.00433 5.00404 3.73726  0.320
64 H 1.82733 5.03804 3.46126  0.207
65 H 1.79933 2.59904 1.32626  0.143
66 H 2.74233 3.65004 2.24426  0.366
67 C 3.47933 -2.79896 2.83826  0.487
68 O 4.75733 -2.55196 2.41826  -0.710
69 N 3.01133 -3.88196 3.29526  -0.279
70 N 2.61233 -1.83796 2.92126  -0.140
71 H 3.58333 -4.69296 3.08826  0.269
72 H 2.05033 -4.14496 3.47426  0.242
73 H 2.91333 -0.90196 2.67426  0.232
74 H 1.74833 -2.05196 2.44926  0.032
75 C -3.88567 -2.14296 2.22626  -0.842
76 O -3.46667 -1.76996 0.92426  -0.681
77 H -3.21067 -2.04496 3.14726  0.112
78 H -4.09567 -3.23696 2.12026  0.381
79 H -4.86767 -1.64696 2.35326  0.350
80 H -3.31567 -0.81096 0.89426  0.090
81 C 0.08433 -0.09796 -0.80674  0.583
82 O 0.74833 0.21604 0.43526  1.071
83 H 0.54833 -0.91696 -1.32774  -0.048
84 H 0.05033 0.77304 -1.40774  -0.696
85 H -0.91567 -0.34996 -0.59174  0.120
86 H 0.45433 -0.44896 1.05426  -0.546
87 C -3.48067 1.16804 1.62326  -1.076
88 O -2.29467 0.60404 1.15026  2.682
89 H -3.61167 2.24204 1.56026  0.065
90 H -3.53967 0.91704 2.67326  0.387
91 H -4.34667 0.62504 1.13626  0.382
92 H -1.74567 0.50504 1.96026  -1.111
93 C -3.01167 1.30904 -2.61074  -0.819
94 O -3.13467 0.52204 -1.46474  -0.584
95 H -1.94067 1.42504 -2.86674  0.093
96 H -3.35067 2.30404 -2.40574  0.408
97 H -3.42567 0.87904 -3.51174  0.375
98 H -2.80367 0.92204 -0.64274  0.062
99 C -2.44767 3.98404 -0.35374  -1.067
100 O -1.42067 3.00104 -0.30174  0.079
101 H -3.34667 3.44904 -0.51374  0.367
102 H -2.20667 4.69304 -1.22174  0.192
103 H -2.64567 4.48904 0.62426  0.290
104 H -1.48067 2.59404 0.53626  -0.341